(1)
Formula: C10H32O6
Source: the Open Molecules 2025 dataset
Level of theory: ωB97M-V/def2-TZVPD

Results
HOMO-LUMO gap = 9.760 eV
Net charge = 0
HOMO level = -0.347 hartree
SMILES string = CCO.CCO.CCO.CCO.CCO.O
LUMO level = 0.329 eV
E_tot = -851.547211 Ha
ΔE to the lowest compared entry with this formula, charge and spin = 1.577 eV

Structure (XYZ):
```
48
C10H32O6 (ωB97M-V/def2-TZVPD)
H -5.1815 1.0948 -1.9114
H -3.2384 -2.6672 1.9269
H 3.2835 -2.0636 -1.1990
C 1.3811 2.9610 2.8181
O -2.3450 -2.5849 2.2687
H 3.9518 1.7838 -1.4866
C 3.0822 -2.7263 -0.3573
C -0.7222 -1.2048 3.3182
C 2.8738 1.7809 -1.6479
H 0.5098 3.2531 3.4042
H -0.0080 -1.7049 2.6640
H 3.2080 1.3482 -3.6817
H 2.1569 2.5823 3.4836
H -0.3069 -0.2156 3.5113
H 1.8271 1.4821 1.3115
O 0.3408 2.9019 0.5398
H 0.2609 -0.3066 -0.9100
H 3.0248 -3.7305 -0.7772
H 1.9354 -1.2828 0.8860
H 2.7838 -0.0132 -2.7071
H 4.0412 -2.8404 0.1479
H 1.7011 -3.0853 1.1251
H -2.8057 -0.5105 -3.0522
H 1.6445 3.9397 2.4171
H -2.7866 -0.5777 2.9111
H -1.2002 0.0741 -1.0205
O 0.6370 -2.3160 -0.4297
H 0.0273 2.2198 -0.0586
H -0.8038 -1.7698 4.2468
C 1.8232 -2.2622 0.4210
H -4.9381 0.3164 -3.4514
C 0.9905 2.1141 1.6095
H 0.6354 0.9742 -2.3827
O -2.9594 -0.5453 -0.9416
C -1.9977 -1.2087 2.5018
O -0.3165 0.4351 -1.0909
C -4.6936 0.2466 -2.3915
C 2.5085 1.0213 -2.9124
C -3.1619 0.0499 -2.1879
H 0.2475 1.3733 1.9049
H 2.5174 2.7990 -1.8047
H 2.4714 1.3182 -0.7468
H -1.8934 -0.6433 1.5758
H -5.2531 -0.6452 -2.1092
H -2.7241 1.0479 -2.2125
H 0.0424 -2.9491 -0.0208
H -3.6799 -0.4577 -0.3132
O 1.1088 1.1938 -3.1885
```


(2)
Formula: C3H6N3O
Source: the Open Molecules 2025 dataset
Level of theory: ωB97M-V/def2-TZVPD

Results
HOMO-LUMO gap = 9.989 eV
Net charge = +1
HOMO level = -0.519 hartree
SMILES string = O=CN1CNC=[NH+]1
LUMO level = -4.131 eV
E_tot = -357.090926 Ha
ΔE to the lowest compared entry with this formula, charge and spin = 1.791 eV

Structure (XYZ):
```
13
C3H6N3O (ωB97M-V/def2-TZVPD)
C 1.4106 0.4709 0.3955
H -0.8036 -1.6194 -0.0137
H 1.6002 -1.5734 0.7801
H -2.0624 1.5556 0.1148
N 0.3896 1.1105 -0.2497
H 2.2582 1.1677 0.8770
O -2.5385 -0.4225 0.6129
N -0.5802 0.2901 -0.6798
C -0.0023 -1.0852 -0.5159
N 1.1470 -0.7949 0.3460
C -1.8821 0.4924 0.2490
H 0.4494 -1.6122 -1.3427
H 0.6140 2.0205 -0.5735
```


(3)
Formula: C48H54BrN8O7RbSSb
Source: the Open Molecules 2025 dataset
Level of theory: ωB97M-V/def2-TZVPD

Results
HOMO-LUMO gap = 6.775 eV
Net charge = -1
HOMO level = -0.208 hartree
LUMO level = 1.125 eV
E_tot = -6062.781435 Ha
ΔE to the lowest compared entry with this formula, charge and spin = 0.269 eV

Structure (XYZ):
```
121
C48H54BrN8O7RbSSb (ωB97M-V/def2-TZVPD)
C -3.8016 3.0056 -1.5192
H 3.9582 -2.9262 -3.0798
H -4.3351 4.9556 2.4684
C -2.5541 -3.9507 -2.9586
C -4.9918 3.3833 3.2892
C 3.9021 0.3168 -2.0929
C 4.2361 -3.8481 0.1672
H -6.8752 0.9179 4.6570
N 0.9918 -2.1226 0.3342
C -2.9136 -2.7012 -2.5588
C 2.9288 -0.1490 3.0534
H 1.1170 -1.7055 1.2526
H -3.5456 -4.0157 2.4777
N -0.6279 -1.5356 2.9490
H -3.5978 -2.0711 0.6208
H -7.0089 3.3012 3.9622
C -4.1746 0.2185 -5.3236
C 4.1864 0.4739 3.6475
C -6.0127 1.4042 4.2172
C 2.5536 2.9160 1.9328
O 8.0356 -0.6440 -4.3160
H 4.4245 -3.1953 2.8620
O -5.1397 4.6943 2.9737
H 2.1110 4.1266 3.6842
H 3.4247 2.5606 1.3763
C -1.7579 -1.7507 2.8279
N 6.7482 -0.3382 -6.1574
C 3.6764 -3.0789 -2.0470
H -4.0120 2.5228 0.5893
H -0.4338 1.2055 4.2994
C 1.3847 1.0344 -2.7992
C -3.9216 0.5428 -3.9987
O 7.4796 -1.0252 -1.4518
C 0.4968 1.7691 4.2355
H -4.7399 -0.3277 4.3530
C -5.6445 2.2156 -4.0878
H -6.2106 3.0012 -3.6030
O 2.5906 -3.4754 1.9312
Sb 1.3433 1.1667 2.3508
C -3.6112 3.2754 -0.0913
H 3.1986 -0.7616 2.1902
C 2.9754 3.7825 3.1136
H 0.3574 1.2912 -3.0487
H 3.4685 0.3927 -6.2514
C -2.0349 -1.9050 -1.7400
N -2.8069 4.5136 1.6419
C 1.3446 1.5944 5.4875
C -4.6537 1.5483 -3.3728
C 3.5490 -3.8477 2.9047
C -4.8263 0.7065 4.0408
C -5.8989 1.8851 -5.4104
H 4.8946 0.0069 -1.7904
H -4.6725 -3.0217 3.4287
H -3.2330 -0.4462 1.2401
H 5.5252 -4.0168 -1.5350
C -1.3344 -4.5553 -2.5523
H 1.9680 3.5064 1.2236
C 2.8784 0.4788 -1.1769
H 3.5204 4.6695 2.7793
C -3.7378 1.3540 3.4727
C -4.3985 1.8973 -1.9561
H -3.2204 -4.5092 -3.6068
H 2.2310 2.2295 5.4676
O 7.3019 -2.9488 -2.9338
H 4.9399 -4.3216 0.8357
H 2.0674 1.1036 -4.8193
C 6.9043 -0.3407 -4.7986
C -5.1639 0.8858 -6.0318
H 3.8626 -4.8864 2.7744
O -2.2797 -0.7042 -1.4631
C -3.6920 -1.4020 1.4800
H 5.4414 -0.0695 -7.7013
H 4.9300 -0.2883 3.8998
H 3.0576 -3.7362 3.8676
C 4.6934 0.2262 -4.4538
C -3.7916 2.6857 3.0839
H -2.7927 0.8449 3.3253
C 3.0197 -3.3766 0.6418
H 1.6828 0.5630 5.6065
H 3.9680 1.0308 4.5584
H -5.3608 0.6296 -7.0649
H -3.1007 -3.4710 4.1115
H -6.6707 2.4117 -5.9570
H 2.4484 -0.8283 3.7628
C -0.1910 -1.9199 -0.2009
H 4.6599 1.1621 2.9457
H -2.0540 5.1845 1.7265
C 2.4686 -2.5934 -1.5747
H -4.7440 -1.2256 1.7039
H -3.1576 0.0266 -3.4322
N 1.6267 0.7981 -1.5074
H -3.8436 -2.2507 -2.8819
O -1.6471 2.4480 2.0259
N 5.8921 -0.0113 -3.9546
C 5.5471 -0.0703 -6.6179
Rb -0.9582 1.4991 -0.2528
H 3.6245 3.2392 3.7998
C 4.4400 0.2067 -5.8197
H 1.7930 -2.0584 -2.2295
C 3.6277 0.5064 -3.4448
H -4.7261 1.1931 -1.1956
H 0.1987 2.8088 4.0912
C -0.8399 -2.5739 -1.2571
C -0.5025 -3.8782 -1.7154
C -3.6210 -3.1943 3.1975
H -0.7756 -1.1442 0.2976
C 2.1404 -2.7363 -0.2351
S 8.1030 -1.8309 -2.4775
H -3.5938 -0.5600 -5.8023
C -2.4844 3.3140 2.5658
N -2.9834 4.3107 0.2993
C 4.5597 -3.6934 -1.1739
C -6.0958 2.7337 3.8368
H 0.7768 1.8540 6.3854
Br -3.0807 4.2664 -2.7365
H 3.0627 0.3038 -0.1206
H -2.0634 3.8861 3.4276
C 2.3394 0.9067 -3.7915
H 0.4085 -4.3388 -1.3606
H -1.0902 -5.5526 -2.8906
N -3.0553 -1.9637 2.6690
```


(4)
Formula: C36H38As2Br4CsN6O2
Source: the Open Molecules 2025 dataset
Level of theory: ωB97M-V/def2-TZVPD

Results
HOMO-LUMO gap = 4.746 eV
Net charge = -1
HOMO level = -0.115 hartree
LUMO level = 1.622 eV
E_tot = -16661.449505 Ha
ΔE to the lowest compared entry with this formula, charge and spin = 0.335 eV

Structure (XYZ):
```
89
C36H38As2Br4CsN6O2 (ωB97M-V/def2-TZVPD)
C 1.4473 -3.4792 2.6390
C 0.9714 -4.6073 3.3202
H -0.1088 0.0579 0.2117
Br 4.9391 -2.6735 4.8071
C 6.2302 -0.9044 1.4015
C -2.2300 -4.2631 -2.2164
H -6.4941 -0.0874 -0.2142
H -3.3118 0.0764 3.5537
C 1.2575 2.1425 -4.2952
H -4.0903 1.4295 -4.0133
H -2.3357 -4.9457 -3.0505
H 4.5029 3.7383 -2.0808
H 7.1236 2.1373 0.3472
H 6.9020 -1.5710 0.8479
H 1.6912 2.0769 -1.6108
H -5.5768 3.2709 -4.6975
H -1.1487 3.4597 -2.3089
C -2.9829 -3.4381 -0.0899
C -4.0063 0.0479 2.7201
N 1.8121 0.6346 3.4572
H -2.7368 1.5411 0.7029
H -3.4138 3.3748 -0.2590
H -0.2125 -1.7999 -1.1356
N 4.6916 -0.5897 -0.9545
H -0.4728 -3.3202 -2.9998
C -6.1217 0.6654 1.7608
C -0.9142 1.3587 -2.7149
H -5.4794 1.2431 3.7238
O 3.2023 -1.8523 2.5210
H -7.0737 1.1769 1.8331
H 2.0983 2.4448 -4.9075
Br -0.6487 -5.3303 2.6315
Cs 2.0613 -1.1149 0.2960
C -5.1002 3.2953 -3.7252
H -0.4327 -0.6312 -3.3456
C -5.2261 0.7047 2.8185
C 2.7955 -4.6221 4.8851
C -3.1226 -4.3125 -1.1560
C 2.7111 -2.8902 3.1257
H 5.2762 -1.4012 1.5986
H 2.3562 1.0681 4.1978
Br 0.8837 -6.7063 5.2754
H 2.8404 3.8954 -2.0189
C -3.6509 -0.6393 1.5616
C -1.9597 -2.4905 -0.0630
H -5.9940 5.1644 -3.1563
C -0.5643 2.7045 -2.8228
H 1.5122 0.0529 -4.7014
H 1.0695 0.1417 3.9485
C -5.3348 4.3576 -2.8608
N 4.7771 1.7362 -0.7072
H 0.7553 4.1472 -3.6999
H -1.3003 2.2623 -0.0292
H -4.9105 5.1965 -0.9351
C -1.0510 -2.4807 -1.1126
N 2.4631 1.5374 -1.2254
C -4.5733 -0.6951 0.5163
O 0.8596 -2.9612 1.6288
As -1.8153 -1.3708 1.5355
H 5.0817 -1.4530 -0.5881
C -0.9776 0.3033 0.8188
C 0.5120 3.0946 -3.6089
H 6.2323 2.1342 1.8921
H -3.9259 -5.0393 -1.1552
C -1.8499 1.3247 0.1032
C 1.6221 -5.1801 4.4260
C -1.1910 -3.3473 -2.1885
C 5.1515 0.4261 -0.3379
C 3.5350 2.2056 -1.1806
H 2.4107 -0.1280 3.1146
C -3.8785 3.3402 -1.2359
C -5.7962 -0.0448 0.6135
C -4.7267 4.3747 -1.6167
C 6.7886 1.5135 1.1791
Br 3.7048 -5.3553 6.3787
N 3.6662 3.5586 -1.5439
C 3.3146 -3.4903 4.2266
H 7.6868 1.1574 1.6805
H -4.3360 -1.2466 -0.3843
C -4.2628 2.2620 -3.3390
H -3.6800 -3.4907 0.7382
H 5.2519 2.4561 -0.1899
C -3.6324 2.2748 -2.0951
N 6.0336 0.3674 0.7184
As -2.4768 0.7474 -1.6741
C -0.1599 0.4171 -3.4073
C 0.9236 0.8013 -4.1866
H 6.6682 -0.7056 2.3774
H -0.5258 0.7590 1.7069
```


(5)
Formula: C3H6N2O2
Source: the Open Molecules 2025 dataset
Level of theory: ωB97M-V/def2-TZVPD

Results
HOMO-LUMO gap = 9.583 eV
Net charge = 0
HOMO level = -0.368 hartree
SMILES string = C/N=[N+](\[O-])C(C)=O
LUMO level = -0.440 eV
E_tot = -377.777361 Ha
ΔE to the lowest compared entry with this formula, charge and spin = 4.952 eV

Structure (XYZ):
```
13
C3H6N2O2 (ωB97M-V/def2-TZVPD)
N 1.0269 -0.6753 -0.6047
H 1.9844 -2.3804 -0.6745
H 2.6998 -1.4659 0.5999
H -1.0292 2.3218 0.7175
C -1.5653 1.6906 0.0922
H 1.0768 -2.2337 0.9573
H -2.4825 2.0104 -0.5236
N 0.1020 -0.0751 0.0258
O -0.3107 -0.2615 1.2221
H -1.9254 1.1279 0.9414
O -0.6202 0.7910 -2.0207
C -0.6756 0.8646 -0.8392
C 1.7191 -1.7145 0.1064
```


(6)
Formula: C17H24Cl3MoN4O2
Source: the Open Molecules 2025 dataset
Level of theory: ωB97M-V/def2-TZVPD

Results
HOMO-LUMO gap (alpha / beta) = 4.556 / 4.262 eV
Net charge = +3
<S²> = 2.028
HOMO level (alpha / beta) = -0.652 / -0.654 hartree
LUMO level (alpha / beta) = -13.188 / -13.527 eV
E_tot = -2479.307122 Ha
Spin multiplicity = 3
ΔE to the lowest compared entry with this formula, charge and spin = 1.127 eV

Structure (XYZ):
```
51
C17H24Cl3MoN4O2 (ωB97M-V/def2-TZVPD)
C -0.4910 -1.2487 -3.3257
N 2.8364 1.8778 0.3469
H -0.9933 -2.8188 2.4604
H -1.5519 3.4175 0.0756
H -4.9834 -0.1280 -1.2583
H -3.0288 -2.2566 1.0402
C -2.6521 -1.2446 0.9298
H -3.4486 1.7549 -0.4528
H -0.4759 0.8483 2.5097
C -1.1750 0.5059 1.7553
N 3.2093 -0.4197 0.8859
C 1.8220 -0.7105 0.7593
C -1.8181 1.4602 0.9298
H 1.3414 -0.5650 1.7294
H 4.4713 1.1580 1.4495
H 4.5859 1.9090 -0.8171
H 1.6858 -1.7450 0.4349
N 1.1500 0.2169 -0.2624
O 0.0424 -0.9626 -4.3233
C 1.9513 0.0487 -1.5786
H -5.5290 -0.2116 0.3974
H 1.0212 2.3428 -0.5280
Mo -1.0995 -0.2914 -0.5338
C -1.5748 -0.8516 1.7806
C -1.0687 -1.7912 2.8182
C -1.2615 -2.5550 -2.9993
C -4.7837 -0.6145 -0.3017
C -2.8831 1.0042 0.0916
H -1.8023 -1.8000 3.6336
O -0.5238 -0.4854 -2.1824
C 1.4395 1.6493 0.2052
Cl -0.3584 -3.2508 -1.5861
Cl -2.8363 -1.9899 -2.3381
C 3.5248 1.7036 -0.9366
C 3.8994 -0.6073 -0.3945
N 3.3270 0.3190 -1.3760
H -4.9657 -1.6852 -0.3808
H 2.9317 1.1126 2.3116
H -0.1184 -1.4813 3.2488
Cl -1.4183 -3.6470 -4.3034
C 3.4072 0.9627 1.3402
H 3.1247 2.3963 -1.6783
H -2.3861 3.3638 1.6153
H 0.9686 1.8043 1.1759
H 1.8415 -0.9798 -1.9227
H 3.7879 -1.6367 -0.7391
C -3.4485 -0.2906 0.2479
H 4.9599 -0.4015 -0.2697
H 1.5463 0.7398 -2.3171
C -1.5585 2.9221 1.0486
H -0.6410 3.1526 1.5840
```


(7)
Formula: C3H3NS2
Source: the Open Molecules 2025 dataset
Level of theory: ωB97M-V/def2-TZVPD

Results
HOMO-LUMO gap = 8.657 eV
Net charge = 0
HOMO level = -0.331 hartree
SMILES string = CC1(C#N)SS1
LUMO level = -0.354 eV
E_tot = -967.178618 Ha
ΔE to the lowest compared entry with this formula, charge and spin = 1.017 eV

Structure (XYZ):
```
9
C3H3NS2 (ωB97M-V/def2-TZVPD)
N 1.0199 -1.5623 -2.1685
C 0.3327 0.2306 1.0742
S -0.8165 1.5604 -1.1401
C -0.2652 0.1245 -0.3020
H 1.3942 0.1157 1.0962
H -0.1954 1.1039 1.5867
S -1.9821 0.0489 -0.4541
H -0.0476 -0.6690 1.6253
C 0.5600 -0.9526 -1.3178
```


(8)
Formula: C33H71F4N7O8S4
Source: the Open Molecules 2025 dataset
Level of theory: ωB97M-V/def2-TZVPD

Results
HOMO-LUMO gap = 4.728 eV
Net charge = +2
HOMO level = -0.352 hartree
LUMO level = -4.846 eV
E_tot = -4276.474468 Ha
ΔE to the lowest compared entry with this formula, charge and spin = 9.779 eV

Structure (XYZ):
```
127
C33H71F4N7O8S4 (ωB97M-V/def2-TZVPD)
H 3.0159 4.9877 2.2227
C -1.1908 6.2324 -1.4823
O 7.4727 -6.9774 -1.7280
C 2.4979 -1.0578 8.1119
H 1.6087 4.3435 0.7859
H -0.1550 2.6179 -6.8420
C -3.1062 0.5722 4.1181
C -3.5495 0.0698 7.2832
C 0.9059 1.4630 -8.2090
C -0.4530 4.9712 -1.0427
H -0.5933 4.6936 0.0020
H -0.8006 4.1026 -1.6020
H 0.7020 1.1559 -6.0696
H -0.0310 -0.0576 -9.5532
H 0.2168 -1.0187 -7.4673
H -5.6413 -2.9306 0.6472
C 1.9009 4.2886 -0.2628
H -2.1481 0.3018 3.6743
C -0.2179 7.2949 -1.1850
H 2.1915 6.1508 -2.7039
H -3.8418 0.8628 3.3681
H -5.6350 -0.1322 7.3300
H 2.6730 0.0168 8.1635
F 5.2429 -6.6765 -2.4456
N 1.9658 -0.5720 -2.2126
H 3.5345 -2.0498 3.5795
H 0.0156 7.8908 -2.0673
O 3.4677 -2.1318 -3.3825
H -4.7054 2.5257 -5.1220
H -6.1786 1.7379 -4.5923
C 4.0732 4.7585 2.0897
C -4.4806 0.3654 -4.8093
C 2.8367 -5.6464 5.2146
C 1.0149 6.6549 -0.5307
H -3.7831 -1.1564 2.1141
C 1.5170 5.2996 -2.6114
C 3.3946 4.5520 -0.3371
N 2.5859 -3.1441 5.1299
H 3.7967 4.1883 -1.2827
O 5.4010 -8.8882 1.2102
H -2.0906 0.0711 -8.7786
H 1.9981 4.3368 -2.7833
H -3.1470 -3.6791 2.2183
H 1.5277 -1.3474 8.5154
H -3.5370 -0.6180 8.1286
O 5.6019 -6.4883 -0.1325
C -5.2696 1.5947 -5.1766
C -3.3488 -0.0265 -5.8820
H 3.5206 5.6347 -0.3330
H -2.9675 1.3043 4.9136
H -3.9222 -2.5302 0.2255
N 2.7459 -1.6254 6.7468
H 2.4704 -5.7299 6.2377
H 2.0466 -3.6309 7.1601
H 3.8407 2.9161 0.9604
H 3.9090 -5.8317 5.2782
O 7.4498 -9.6469 -0.0154
C -5.0135 -0.5217 5.3334
H -1.3215 6.1789 -2.5631
S 1.1139 -1.7162 -1.2794
O 3.8990 -1.5816 -0.9032
C 2.2755 -4.4564 4.3869
C 0.1719 1.5812 -6.9218
H 1.1845 2.4672 -8.5285
H 0.7806 6.6086 0.5328
H 1.1936 -4.4265 4.2577
H -1.2739 -1.6442 -6.7151
O 1.2910 -1.6883 0.1839
H -0.6419 8.0406 -0.5125
H -4.5690 -4.2106 0.0480
F 4.0272 -0.1419 -2.8434
C 2.3813 -2.8973 6.4416
S 6.1240 -7.2977 -1.2147
N 5.4975 -8.8093 -1.3761
H 1.8601 7.3288 -0.6710
H 2.5298 -4.4298 3.3273
H -0.2952 1.5651 -10.0684
H 2.5243 -6.5984 4.7854
C -0.2164 0.9473 -9.1738
H -1.8000 -0.4091 6.0827
N 1.0513 5.2426 -1.1592
H -3.5286 -2.8448 4.5145
C -4.1369 -1.9485 2.7741
H 1.6886 3.2586 -0.5493
C 4.1850 3.9426 0.8351
H -5.6596 -1.3697 5.5607
O 0.7656 -2.9814 -1.8764
C -2.0782 0.9990 -5.9301
C -0.5141 -0.8638 -6.6736
N -1.0082 0.5601 -6.9678
C 3.2280 -2.0124 4.6144
H 4.4166 4.2789 3.0063
C -1.4756 0.8868 -8.3985
C 3.2863 -1.0711 5.6082
H -1.9492 1.8683 -8.4180
H -3.0443 -1.0517 -5.6708
N -3.5342 -0.6960 4.8845
H -2.2079 2.0380 -6.2330
H 1.7835 0.8304 -8.0763
H -5.0910 1.3166 6.6015
S 6.0162 -9.3981 -0.0423
H -2.2138 -1.8790 3.7470
H -5.1500 -1.7483 3.1228
H 5.2495 3.9086 0.6033
H -0.0188 -0.9593 -5.7073
H -1.4263 0.9044 -5.0616
H -2.1957 6.3868 -1.0893
C -3.2759 -1.9244 3.9881
H 3.7470 -0.1073 5.7670
F 5.2970 -10.9262 0.0069
H -5.5359 1.6202 -6.2332
H -4.6667 -4.1466 2.6276
F -0.3414 -1.0226 -1.3149
H -2.8862 -1.8430 6.4581
H -3.1754 1.0936 7.2956
C -4.6096 -3.2808 0.6155
H -3.8097 0.0289 -6.8682
H -4.2035 0.4549 -3.7589
H -5.2074 -0.4300 -4.9746
H 0.6893 5.4449 -3.3056
C -4.1714 -3.3207 2.1170
C -2.8107 -0.7722 6.2690
H -5.6992 0.0589 4.7163
H 4.5252 5.7408 1.9522
C -4.8740 0.2495 6.6493
H 3.2773 -1.4498 8.7653
S 3.2215 -1.3169 -2.1864
```


Among the records above, which one has the lowest E_tot?
C36H38As2Br4CsN6O2


Look up the ΔE to the lowest compared entry with this formula, charge and spin of the sixth one.
1.127 eV